(1)
2 unconnected molecules or ions with the total composition C2H7Cl3Si2 in a non-equilibrium geometry, computed with ωB97M-V/def2-TZVPD.

Structure (ORCA input):
```
! wB97M-V def2-TZVPD RIJCOSX def2/J DEFGRID3
* xyz 0 3
C -2.2388 -0.4067 1.2299
C 0.7888 0.6583 -3.0116
Si -1.2579 0.8359 1.9157
Si -1.0611 1.0370 -3.1465
Cl -1.9278 2.5991 2.5474
Cl -1.5366 2.0557 -1.4210
Cl -1.8194 -0.8815 -3.1270
H -1.8003 -1.2960 0.9939
H -3.2238 -0.5770 1.4364
H -1.4268 2.0132 -4.1858
H 0.8360 0.5267 -1.9208
H 1.3176 -0.3487 -3.3369
H 1.3757 1.4660 -3.3631
H 0.1548 0.7279 1.8235
*
```

- Strongest force on any atom: 3.5 eV Å⁻¹
- Energy relative to the best compared isomer or geometry (same formula, charge and spin): 64.3 kJ/mol
- Highest occupied orbital energy (spin up / spin down): -5.4 / -11.1 eV
- Kohn-Sham gap (spin up / spin down): 6.06 / 9.26 eV
- Calculated total energy: -55509.115 eV

Löwdin population analysis, charges in e, atoms 1 to 4:
1 C -0.197
2 C -0.304
3 Si 0.075
4 Si -0.202


(2)
A single C18H12F2N4O3 molecule in a non-equilibrium geometry, computed with ωB97M-V/def2-TZVPD.

Structure (ORCA input):
```
! wB97M-V def2-TZVPD RIJCOSX def2/J DEFGRID3
* xyz 0 1
O 1.6366 -3.2956 -1.0960
O 0.6302 2.9340 3.6929
O 2.6706 3.6802 3.5010
F -1.8558 -2.6318 0.6896
F 0.4132 -5.2365 -2.5903
N 0.8405 0.2638 1.0717
C 0.4586 -2.8914 -0.8834
C 1.0107 -0.9439 0.5630
C 0.0247 1.0545 0.4219
C -0.7987 0.6972 -0.6899
C -3.0219 -5.3317 -1.5157
C 0.8012 5.0946 -0.9492
C 1.5334 5.8663 0.0353
C -3.0740 -4.2353 -0.6915
C -1.8120 -5.6674 -2.0693
C -0.7059 -0.6657 -1.1291
C 0.2262 3.8758 -0.4342
C 1.7044 5.3865 1.4101
C -1.8801 -3.5242 -0.3388
C -0.6635 -4.9244 -1.9291
C 0.3167 -1.4626 -0.4882
C -0.7233 -3.8045 -1.0212
C 0.4627 3.3717 0.8281
C 1.2236 4.1191 1.7921
N 2.0110 -1.5009 1.2426
N -0.1272 2.1516 1.1481
N 1.5594 3.5895 3.0960
H -1.8027 1.2224 -0.9110
H -3.9306 -5.9795 -1.6216
H 0.6985 5.5236 -1.9574
H 1.9872 6.7730 -0.0994
H -4.0191 -4.0657 -0.1345
H -1.8251 -6.5211 -2.6938
H -1.3044 -1.0443 -1.9124
H -0.2492 3.1423 -1.0301
H 2.4338 5.8344 2.0578
H 2.7321 -1.8697 0.6552
H 2.2269 -0.8401 1.9431
H 0.1915 1.8559 2.0375
*
```

- Strongest force on any atom: 4.6 eV Å⁻¹
- Energy relative to the best compared isomer or geometry (same formula, charge and spin): 98.7 kJ/mol
- Highest occupied orbital energy: -8.3 eV
- Kohn-Sham gap: 7.74 eV
- Calculated total energy: -36393.227 eV

Löwdin population analysis, charges in e, atoms 1 to 4:
1 O 0.072
2 O 0.032
3 O 0.127
4 F 0.088


(3)
A molecular structure, C24H25ClCoN2O6S2, computed with ωB97M-V/def2-TZVPD.

Structure (ORCA input):
```
! wB97M-V def2-TZVPD RIJCOSX def2/J DEFGRID3
* xyz 1 1
Co 0.1391 -0.1928 -0.1091
O 1.9957 0.1225 -0.4069
S 3.2233 0.5631 0.3862
C 2.7133 2.1213 1.1466
C 2.9453 3.2984 0.1935
C 2.3001 3.2366 -1.2000
C 0.8818 3.7824 -1.3233
S -0.3008 2.8120 -0.3803
O -0.2433 1.4429 -1.0737
C -1.8235 3.5394 -0.9087
C -2.3579 3.2145 -2.1481
C -3.5526 3.8039 -2.5257
C -4.1883 4.7007 -1.6748
C -3.6452 5.0071 -0.4352
C -2.4551 4.4158 -0.0375
C 3.4688 -0.4792 1.7913
C 4.7490 -1.0105 1.8921
C 5.0575 -1.8352 2.9654
C 4.0835 -2.1364 3.9035
C 2.7993 -1.6129 3.7814
C 2.4833 -0.7709 2.7299
H 3.3224 2.2378 2.0438
H 1.6744 1.9774 1.4507
H 4.0235 3.3950 0.0537
H 2.6318 4.2093 0.7111
H 2.3159 2.2220 -1.6005
H 2.9099 3.8375 -1.8760
H 0.5398 3.7571 -2.3591
H 0.7959 4.8037 -0.9442
H -1.8592 2.4969 -2.7868
H -3.9913 3.5605 -3.4838
H -5.1211 5.1568 -1.9778
H -4.1525 5.6952 0.2269
H -2.0305 4.6281 0.9364
H 5.4926 -0.7921 1.1358
H 6.0516 -2.2508 3.0555
H 4.3207 -2.7898 4.7326
H 2.0331 -1.8611 4.5038
H 1.4770 -0.3867 2.6499
O -1.6681 -0.5714 -0.0879
N -2.2543 -0.1705 0.9810
N -1.4919 0.4053 1.7845
O -0.1888 0.6036 1.4847
C -1.9258 0.8060 3.0886
C -2.8158 -0.0024 3.7737
C -3.2327 0.4045 5.0306
C -2.7467 1.5817 5.5840
C -1.8378 2.3640 4.8838
C -1.4201 1.9801 3.6197
H -3.1509 -0.9318 3.3363
H -3.9278 -0.2105 5.5853
H -3.0710 1.8861 6.5699
H -1.4554 3.2766 5.3202
H -0.7149 2.5756 3.0547
Cl -0.4900 -4.7248 -0.3350
C 0.2640 -4.0912 1.1468
C 0.0002 -2.6050 1.2854
O -0.6209 -2.1520 2.2266
O 0.5446 -1.8975 0.3289
H 1.3337 -4.2776 1.0839
H -0.1655 -4.6066 1.9984
*
```

- Strongest force on any atom: 0.1 eV Å⁻¹
- Highest occupied orbital energy (spin up / spin down): -12.0 / -12.0 eV
- Kohn-Sham gap (spin up / spin down): 8.05 / 8.06 eV
- Calculated total energy: -112369.527 eV

Löwdin population analysis, charges in e, atoms 1 to 4:
1 Co 0.697
2 O -0.515
3 S 1.117
4 C -0.300


(4)
A molecular structure, C41H36N9O9SSbTi in a non-equilibrium geometry, computed with ωB97M-V/def2-TZVPD.

Structure (ORCA input):
```
! wB97M-V def2-TZVPD RIJCOSX def2/J DEFGRID3
* xyz -2 3
Ti -0.0814 1.5955 -0.4677
C -1.0420 1.6238 5.4270
N -0.1196 2.4666 4.6640
C 0.5991 3.5929 5.1669
C 1.3077 4.1246 4.1657
N 1.0591 3.3829 2.9698
C 0.1149 2.3879 3.3141
S -0.3884 0.9159 2.7076
C 1.8572 3.5335 1.8139
C 3.1952 3.9919 1.8432
C 3.9845 3.6299 0.7120
C 3.4516 3.4373 -0.5186
C 2.0003 3.4517 -0.6951
N 1.2752 3.6645 0.5941
H -1.7826 2.2795 5.9185
H -0.5445 1.1554 6.2915
H -1.5486 0.9235 4.7848
H 0.4410 3.9314 6.1972
H 1.9089 5.0185 4.1741
H 3.6542 4.3144 2.7860
H 5.0783 3.4684 0.9425
H 4.0115 3.1049 -1.3541
H 1.5810 4.3045 -1.2929
O 0.3056 0.9764 1.2165
O 1.5437 2.2201 -1.1939
O -2.0582 1.0716 -0.1683
N -2.6746 0.1916 0.4729
C -4.0394 0.0554 0.2350
C -4.7952 0.5724 -0.7722
N -5.4270 0.9549 -1.6688
C -4.6387 -0.8545 1.0944
N -4.7415 -1.6672 1.9265
O -0.5008 1.9858 -2.7942
C -0.3434 0.7382 -3.1109
O -0.1605 -0.1237 -2.1762
C -0.3112 0.3305 -4.5471
C -0.1463 1.3769 -5.4548
C -0.1711 1.1007 -6.8167
C -0.4364 -0.1368 -7.3648
C -0.3667 -1.1835 -6.4544
C -0.3612 -0.9901 -5.0548
N -0.5589 -2.5063 -6.9655
O -0.6013 -2.6171 -8.2139
O -0.6510 -3.4300 -6.1523
N 0.0130 2.2134 -7.6823
O -0.1196 1.9865 -8.8852
O 0.2606 3.3194 -7.1544
H -0.1060 2.4049 -5.0999
H -0.5422 -0.2983 -8.4260
H -0.5111 -1.8719 -4.3943
C -2.0279 4.6278 1.6634
C -0.9662 4.6386 0.5179
C -0.2392 5.9871 0.5540
C -1.8873 4.5837 -0.7097
N -0.1269 3.4699 0.3580
H -2.6783 5.4937 1.4241
H -1.6315 4.7941 2.6513
H -2.6835 3.7353 1.6678
H -0.9859 6.7765 0.5798
H 0.3303 6.1213 -0.3819
H 0.4551 6.0176 1.4073
H -2.6513 5.3512 -0.5681
H -2.4096 3.6229 -0.8789
H -1.4105 4.7944 -1.6889
C -0.7691 -8.0280 -0.8664
C -1.6836 -7.2691 -0.1378
C -1.3968 -5.9335 0.2185
C -0.2511 -5.3523 -0.2473
C 0.6463 -6.0705 -1.0092
C 0.4080 -7.3958 -1.3017
Sb -0.0264 -3.1565 0.1705
C -0.6783 -3.1243 2.2451
C -2.0482 -3.2350 2.4389
C -2.5545 -3.3409 3.7301
C -1.7289 -3.2000 4.8208
C -0.3408 -3.0591 4.6330
C 0.1883 -2.9961 3.3352
C 2.1336 -3.0663 0.4270
C 2.9071 -3.6025 1.4689
C 4.2885 -3.5899 1.4081
C 4.9172 -2.9141 0.3589
C 4.1649 -2.4105 -0.6980
C 2.7571 -2.5297 -0.7029
H -0.9906 -9.0756 -1.1124
H -2.6691 -7.6761 0.1836
H -2.0967 -5.3715 0.8680
H 1.5667 -5.6108 -1.3814
H 1.1624 -7.9832 -1.8732
H -2.7500 -3.2554 1.6358
H -3.6603 -3.3221 3.8715
H -2.1084 -3.1505 5.8387
H 0.3259 -2.8958 5.4797
H 1.2112 -2.6335 3.1872
H 2.4242 -4.0591 2.3487
H 4.8511 -4.1154 2.2125
H 5.9855 -2.7480 0.3560
H 4.6416 -1.9027 -1.5454
H 2.2135 -2.0591 -1.4959
*
```

- Strongest force on any atom: 5.0 eV Å⁻¹
- Energy relative to the best compared isomer or geometry (same formula, charge and spin): 59.7 kJ/mol
- Highest occupied orbital energy (spin up / spin down): 0.3 / -2.9 eV
- Kohn-Sham gap (spin up / spin down): 2.64 / 5.90 eV
- Calculated total energy: -115418.240 eV

Löwdin population analysis, charges in e, atoms 1 to 4:
1 Ti 1.016
2 C -0.039
3 N -0.137
4 C -0.038


(5)
3 unconnected molecules or ions with the total composition C3H10NO4 in a non-equilibrium geometry, computed with ωB97M-V/def2-TZVPD.

Structure (ORCA input):
```
! wB97M-V def2-TZVPD RIJCOSX def2/J DEFGRID3
* xyz -1 1
C 1.1821 1.6395 0.8621
N 1.0721 0.3372 0.4939
C 0.4616 -0.7086 1.3757
C -0.9513 -1.1001 0.9350
O -1.2474 -1.2915 -0.4087
O 1.3058 2.5758 0.0488
H 1.0680 1.9517 1.9813
H 0.9813 0.1319 -0.4657
H 0.4647 -0.2795 2.3388
H 1.1288 -1.4968 1.3602
H -1.5666 -0.2343 1.1470
H -1.2692 -2.1110 1.4015
H 0.1534 -0.4019 -2.5930
H -0.1159 -1.2474 -1.1584
O 0.5205 -1.2476 -2.1409
H -1.3020 0.4092 -1.6799
H -0.5549 1.7172 -1.5368
O -1.3310 1.3561 -1.9608
*
```

- Strongest force on any atom: 2.9 eV Å⁻¹
- Energy relative to the best compared isomer or geometry (same formula, charge and spin): 252.0 kJ/mol
- Highest occupied orbital energy: -4.5 eV
- Kohn-Sham gap: 8.25 eV
- Calculated total energy: -12953.701 eV

Löwdin population analysis, charges in e, atoms 1 to 4:
1 C -0.358
2 N 0.052
3 C -0.163
4 C -0.368